A 2-piece molecular cluster, C46H64I2N3O2S2 overall at a distorted geometry. Source: OMol25; level of theory: ωB97M-V with the def2-TZVPD basis set.

CARTESIAN COORDINATES (ANGSTROEM)
C: 5.451311 -4.599246 0.313317
C: 6.628566 -4.355674 -0.680070
C: 7.822043 -3.588296 -0.045107
C: 7.420701 -2.148534 0.422824
C: 8.291623 -1.670315 1.628617
C: 7.507706 -0.734430 2.605591
C: 7.379992 0.669264 1.898428
C: 7.357815 1.879110 2.890476
C: 6.032225 2.703400 2.882142
C: 6.098985 4.001709 1.980782
C: 5.735782 3.573946 0.556920
C: 4.416581 3.574583 0.045179
C: 4.107304 3.129894 -1.266676
C: 2.624515 3.165428 -1.681007
C: 1.816024 1.915277 -1.200516
C: 0.674073 2.293359 -0.184899
S: -0.707090 1.114365 -0.235374
C: -2.221570 1.983979 0.133924
S: -2.281773 3.618475 -0.046742
N: -3.427706 1.325161 0.553961
C: -3.206456 0.184157 1.424305
C: -3.617553 0.351119 2.768018
C: -3.512177 -0.671188 3.719879
C: -2.942314 -1.938298 3.335183
C: -2.516554 -2.093231 2.006848
C: -2.665020 -1.063507 1.051858
C: -4.329075 1.039990 -0.544148
C: -5.587011 1.686810 -0.485129
C: -6.588513 1.512661 -1.451068
C: -6.322244 0.655306 -2.544968
C: -5.086573 -0.007970 -2.600545
C: -4.079468 0.165636 -1.622226
C: 5.124667 2.671496 -2.150195
C: 4.808591 2.147262 -3.553956
I: 5.701870 0.180249 -3.908073
C: 5.064322 3.179851 -4.734340
C: 5.984492 2.653845 -5.883017
I: 5.828597 5.100272 -4.104732
C: 6.434808 2.700173 -1.652606
C: 6.734793 3.146983 -0.329698
C: 8.258676 3.035700 -0.187614
O: 9.054164 3.625878 0.479560
N: 8.538128 1.974607 -1.106606
C: 7.786032 2.299115 -2.273894
O: 8.184790 2.288427 -3.398757
H: 4.881361 -3.647422 0.371305
H: 5.791661 -4.877502 1.326334
H: 4.745676 -5.341946 -0.102062
H: 7.001153 -5.358173 -0.984858
H: 6.264358 -3.870149 -1.605386
H: 8.629916 -3.545781 -0.805862
H: 8.220726 -4.201852 0.784691
H: 6.350239 -2.082074 0.689154
H: 7.558019 -1.486469 -0.458831
H: 8.700788 -2.528307 2.203277
H: 9.180893 -1.161636 1.202564
H: 6.524362 -1.173450 2.851099
H: 8.107603 -0.605058 3.524634
H: 6.477265 0.655578 1.260491
H: 8.284786 0.744784 1.266368
H: 7.664665 1.534345 3.894411
H: 8.158994 2.571826 2.558186
H: 5.706206 2.931390 3.912030
H: 5.243970 2.050209 2.447308
H: 7.097371 4.467819 2.030690
H: 5.319004 4.682367 2.365889
H: 3.589287 3.929529 0.676966
H: 2.185891 4.057783 -1.190033
H: 2.555366 3.352389 -2.765468
H: 2.472170 1.156735 -0.746029
H: 1.285286 1.521291 -2.093207
H: 0.389074 3.345477 -0.338539
H: 1.126517 2.233375 0.825619
H: -4.067539 1.297951 3.093154
H: -3.854548 -0.463971 4.739190
H: -2.871695 -2.736725 4.082769
H: -2.063573 -3.057107 1.737784
H: -2.330072 -1.231461 0.024580
H: -5.807100 2.362428 0.355500
H: -7.545030 2.040530 -1.362231
H: -7.088852 0.524239 -3.320354
H: -4.886084 -0.680009 -3.446631
H: -3.121620 -0.360378 -1.667077
H: 3.724190 1.938845 -3.564776
H: 4.090605 3.375466 -5.220995
H: 6.086932 3.507064 -6.586478
H: 5.488995 1.839665 -6.442388
H: 6.997502 2.400485 -5.538252
H: 9.542684 1.853060 -1.238238
C: -12.153677 -2.669855 -0.388199
C: -10.779880 -3.280323 -0.651935
C: -10.012231 -3.620458 0.626872
C: -9.572871 -2.458549 1.502209
N: -8.554974 -1.486984 0.910742
C: -7.564004 -1.093740 2.007537
C: -6.537107 -2.201342 1.976664
C: -6.334086 -2.449120 0.487268
C: -7.644354 -2.038543 -0.184497
C: -9.258921 -0.252679 0.430848
H: -12.077940 -1.693976 0.096926
H: -12.687485 -2.531856 -1.328616
H: -12.756702 -3.322948 0.244771
H: -10.203531 -2.613291 -1.299486
H: -10.918822 -4.205837 -1.215129
H: -9.150181 -4.248791 0.386791
H: -10.652326 -4.257849 1.244392
H: -9.127520 -2.875695 2.405475
H: -10.428012 -1.867191 1.829616
H: -7.119772 -0.137829 1.724616
H: -8.091924 -0.994366 2.954824
H: -6.916986 -3.104265 2.460968
H: -5.606876 -1.932086 2.474001
H: -6.076650 -3.487697 0.281254
H: -5.516962 -1.835705 0.103184
H: -8.121743 -2.851953 -0.717515
H: -7.462555 -1.233594 -0.897017
H: -9.797026 0.185411 1.269152
H: -9.944195 -0.530965 -0.366816
H: -8.516145 0.450102 0.058995

Atoms 1-2, force components in eV/Å:
C -0.1 0.9 -0.8
C 0.3 -0.9 0.5

Properties
Lowest unoccupied orbital energy   -2.259 eV
Maximum force   2.409 eV/A
E_tot   -3497.458303 a.u.
Total charge   +1

Atomic partial charges in e from the Mulliken method, atoms 1 to 4: C -1.04; C -0.50; C -0.65; C -0.12